{
  "formula": "C10H13ClSi",
  "method": "the ωB97M-V functional and the def2-TZVPD basis",
  "energy_ha": -1138.40083,
  "e_above_lowest_ev": 5.264,
  "homo_lumo_gap_ev": 7.79,
  "elements": ["C", "C", "C", "C", "C", "C", "C", "C", "C", "C", "Si", "Cl", "H", "H", "H", "H", "H", "H", "H", "H", "H", "H", "H", "H", "H"],
  "coordinates": [[3.712, 0.479, -0.689], [2.461, 0.580, -1.394], [3.675, -0.288, 0.465], [1.327, -0.064, -0.932], [2.558, -0.993, 0.845], [1.300, -0.848, 0.217], [0.213, -1.684, 0.638], [-0.089, -2.285, 1.759], [-4.056, 2.528, 0.198], [-2.413, 0.283, -0.895], [-3.910, 0.616, 0.505], [0.754, -2.203, 3.210], [4.596, 0.878, -1.106], [2.277, 1.315, -2.224], [4.561, -0.592, 0.997], [0.484, 0.021, -1.533], [2.605, -1.813, 1.554], [-0.347, -2.052, -0.216], [-4.907, 2.896, -0.373], [-4.280, 2.937, 1.153], [-3.181, 2.817, -0.353], [-1.513, -0.001, -0.328], [-2.628, -0.552, -1.556], [-2.401, 1.073, -1.614], [-0.795, -3.050, 1.672]],
  "lowdin_charge": [-0.06, -0.07, -0.09, -0.06, -0.06, -0.23, -0.18, -0.59, -0.36, -0.32, 0.77, 0.69, 0.08, 0.12, 0.10, 0.08, 0.07, 0.12, 0.01, -0.02, -0.01, -0.03, -0.01, -0.02, 0.05]
}

---

{
  "formula": "C32H57BrF2IN2O",
  "method": "the ωB97M-V functional and the def2-TZVPD basis",
  "energy_ha": -4509.24784,
  "charge": 1,
  "homo_lumo_gap_ev": 7.31,
  "elements": ["C", "C", "C", "O", "C", "C", "C", "C", "C", "F", "N", "C", "C", "C", "C", "C", "C", "C", "C", "C", "C", "C", "C", "C", "F", "C", "C", "C", "C", "I", "C", "Br", "C", "C", "H", "H", "H", "H", "H", "H", "H", "H", "H", "H", "H", "H", "H", "H", "H", "H", "H", "H", "H", "H", "H", "H", "H", "H", "H", "H", "H", "H", "H", "H", "H", "H", "H", "H", "H", "H", "H", "H", "H", "H", "H", "H", "H", "H", "H", "H", "H", "H", "H", "H", "H", "H", "N", "C", "C", "C", "C", "H", "H", "H", "H", "H"],
  "coordinates": [[7.948, 0.431, -1.144], [6.619, -0.150, -1.806], [5.347, 0.389, -0.985], [4.155, 0.087, -1.745], [2.973, 0.248, -0.951], [2.080, -1.103, -0.933], [2.896, -2.175, -0.102], [3.227, -3.512, -0.933], [4.586, -3.374, -1.769], [2.172, -3.895, -1.805], [0.684, -0.840, -0.489], [-0.079, -2.046, -0.016], [-0.152, -2.123, 1.599], [-1.420, -1.397, 2.210], [-2.816, -2.114, 1.813], [-1.450, 0.188, 1.981], [-2.921, 0.809, 2.233], [-2.718, 2.367, 2.482], [-3.006, 3.366, 1.561], [-2.498, 4.839, 1.917], [-3.749, 3.173, 0.183], [-0.040, -0.072, -1.581], [-0.520, -1.048, -2.778], [-2.123, -1.171, -2.746], [-2.600, -1.301, -4.091], [0.933, 0.994, -2.308], [0.113, 2.101, -3.134], [0.186, 1.892, -4.719], [2.092, 1.550, -1.386], [3.362, 2.970, -2.507], [1.664, 2.271, -0.022], [3.053, 3.667, 0.394], [0.227, 2.944, 0.016], [0.256, 4.492, -0.444], [8.733, 0.597, -1.939], [8.355, -0.328, -0.401], [7.759, 1.380, -0.560], [6.643, -1.274, -1.666], [6.559, 0.164, -2.887], [5.396, -0.160, 0.018], [5.419, 1.490, -0.743], [3.336, 0.364, 0.127], [2.089, -1.460, -2.017], [2.454, -2.479, 0.888], [3.921, -1.735, 0.139], [3.427, -4.323, -0.168], [5.482, -3.564, -1.101], [4.621, -4.144, -2.609], [4.710, -2.356, -2.237], [0.752, -0.224, 0.346], [0.321, -3.025, -0.404], [-1.175, -2.017, -0.331], [-0.131, -3.211, 1.897], [0.811, -1.654, 1.997], [-1.346, -1.531, 3.343], [-2.641, -3.222, 1.708], [-3.533, -1.846, 2.639], [-3.142, -1.613, 0.845], [-1.142, 0.512, 0.943], [-0.792, 0.674, 2.776], [-3.462, 0.300, 3.081], [-3.482, 0.686, 1.248], [-2.269, 2.676, 3.478], [-1.708, 4.812, 2.733], [-3.382, 5.449, 2.265], [-2.025, 5.352, 1.020], [-4.873, 3.087, 0.355], [-3.338, 2.340, -0.459], [-3.614, 4.132, -0.414], [-0.965, 0.452, -1.207], [-0.283, -0.622, -3.798], [-0.022, -2.064, -2.732], [-2.608, -0.210, -2.366], [-2.487, -2.018, -2.098], [1.456, 0.379, -3.117], [-0.983, 1.941, -2.845], [0.368, 3.147, -2.810], [0.776, 0.984, -5.033], [-0.878, 1.722, -5.094], [0.537, 2.841, -5.234], [1.727, 1.563, 0.873], [-0.103, 2.978, 1.107], [-0.581, 2.401, -0.553], [-0.796, 4.826, -0.725], [0.929, 4.604, -1.342], [0.571, 5.154, 0.419], [-5.317, -3.106, 4.685], [-5.761, -4.401, 4.696], [-7.098, -4.393, 4.388], [-7.475, -3.043, 4.177], [-6.355, -2.271, 4.364], [-4.376, -2.813, 4.881], [-5.089, -5.214, 4.924], [-7.735, -5.261, 4.321], [-8.456, -2.677, 3.916], [-6.208, -1.204, 4.298]],
  "lowdin_charge": [-0.11, -0.19, -0.23, -0.21, -0.29, -0.15, -0.05, -0.30, -0.04, -0.05, -0.02, -0.09, -0.13, -0.34, -0.06, -0.16, -0.17, -0.10, -0.30, -0.08, -0.07, -0.18, -0.07, -0.15, -0.08, -0.28, -0.22, -0.09, -0.62, 1.00, -0.61, 0.63, -0.26, -0.16, 0.08, 0.08, 0.08, 0.09, 0.12, 0.13, 0.09, 0.14, 0.17, 0.11, 0.12, 0.15, 0.09, 0.10, 0.06, 0.15, 0.14, 0.12, 0.13, 0.12, 0.14, 0.09, 0.06, 0.08, 0.08, 0.12, 0.11, 0.10, 0.12, 0.08, 0.09, 0.06, 0.10, 0.06, 0.08, 0.12, 0.12, 0.13, 0.12, 0.12, 0.13, 0.11, 0.07, 0.08, 0.09, 0.09, 0.09, 0.11, 0.08, 0.07, 0.03, 0.07, -0.01, -0.14, -0.11, -0.11, -0.15, 0.13, 0.10, 0.09, 0.09, 0.10]
}